# C40H110N10O10

10 unconnected molecules or ions with the total composition C40H110N10O10 at a distorted geometry (the ωB97M-V functional and the def2-TZVPD basis, OMol25).

```
170
Properties=species:S:1:pos:R:3:lowdin_charge:R:1
C -3.489 -4.453 -0.764 -0.101
O -4.132 -4.613 -2.018 -0.158
C -3.241 -5.211 -2.935 -0.219
C -2.021 -4.383 -3.408 -0.462
C -2.351 -3.207 -4.279 -0.061
N -1.035 -5.260 -4.047 0.037
H -3.052 -5.406 -0.451 0.087
H -4.297 -4.215 -0.070 0.088
H -2.741 -3.670 -0.642 0.048
H -2.922 -6.190 -2.555 0.114
H -3.780 -5.468 -3.855 0.127
H -1.527 -3.979 -2.515 0.115
H -2.675 -3.519 -5.276 0.081
H -1.411 -2.673 -4.443 0.074
H -3.052 -2.509 -3.825 0.080
H -0.916 -6.070 -3.440 0.065
H -1.482 -5.678 -4.867 0.073
C 1.888 -8.908 0.971 -0.110
O 1.566 -7.624 1.467 -0.191
C 2.228 -6.598 0.748 -0.214
C 1.639 -5.277 1.231 -0.434
C 0.142 -5.191 0.967 -0.064
N 2.389 -4.176 0.587 0.049
H 1.265 -9.663 1.441 0.085
H 2.954 -9.128 1.095 0.087
H 1.680 -8.909 -0.108 0.085
H 3.314 -6.688 0.807 0.130
H 1.930 -6.658 -0.311 0.121
H 1.780 -5.180 2.312 0.124
H -0.237 -4.207 1.260 0.052
H -0.458 -5.875 1.572 0.075
H -0.105 -5.400 -0.079 0.080
H 1.770 -3.363 0.562 0.032
H 2.433 -4.450 -0.396 0.068
C -4.145 -6.933 2.271 -0.115
O -3.519 -5.676 2.235 -0.197
C -4.204 -4.724 3.027 -0.224
C -3.367 -3.465 3.127 -0.392
C -2.001 -3.678 3.790 -0.046
N -4.016 -2.477 4.020 0.027
H -5.120 -6.915 1.765 0.090
H -4.429 -7.280 3.272 0.086
H -3.512 -7.676 1.798 0.089
H -5.234 -4.550 2.683 0.128
H -4.400 -5.162 4.020 0.124
H -3.225 -3.066 2.121 0.127
H -1.376 -2.786 3.803 0.069
H -1.395 -4.343 3.161 0.054
H -2.117 -4.210 4.735 0.090
H -4.065 -2.906 4.942 0.084
H -4.997 -2.335 3.780 0.088
C -1.774 3.645 -3.334 -0.129
O -0.762 4.098 -4.172 -0.199
C -1.193 4.878 -5.274 -0.214
C 0.033 5.336 -6.023 -0.426
C 0.777 6.412 -5.229 -0.061
N -0.442 6.002 -7.254 0.033
H -1.377 3.138 -2.456 0.066
H -2.416 2.910 -3.846 0.090
H -2.508 4.384 -2.985 0.092
H -1.926 4.317 -5.871 0.128
H -1.774 5.735 -4.908 0.129
H 0.694 4.475 -6.168 0.124
H 0.841 6.109 -4.181 0.063
H 0.304 7.389 -5.326 0.080
H 1.807 6.560 -5.562 0.077
H 0.286 6.546 -7.696 0.068
H -0.683 5.240 -7.888 0.073
C -0.353 3.100 0.334 -0.116
O 0.091 1.862 -0.159 -0.187
C -0.916 0.867 -0.053 -0.194
C -0.298 -0.464 -0.496 -0.405
C -1.396 -1.521 -0.440 -0.070
N 0.771 -0.869 0.414 0.084
H -0.683 3.067 1.379 0.082
H -1.163 3.572 -0.231 0.072
H 0.496 3.785 0.342 0.085
H -1.326 0.818 0.961 0.107
H -1.732 1.136 -0.743 0.129
H 0.030 -0.348 -1.531 0.130
H -0.926 -2.501 -0.554 0.057
H -2.219 -1.337 -1.127 0.086
H -1.742 -1.586 0.600 0.072
H 0.423 -0.767 1.367 0.043
H 1.474 -0.120 0.342 0.043
C 1.662 -2.244 3.469 -0.118
O 1.171 -2.284 4.789 -0.199
C 1.322 -3.581 5.359 -0.196
C 0.838 -3.575 6.817 -0.445
C 1.778 -2.874 7.775 -0.063
N 0.746 -4.987 7.223 0.031
H 1.451 -1.273 3.020 0.050
H 1.088 -2.922 2.832 0.065
H 2.743 -2.348 3.359 0.100
H 0.721 -4.278 4.769 0.112
H 2.389 -3.814 5.406 0.132
H -0.157 -3.109 6.780 0.129
H 1.807 -1.824 7.483 0.082
H 2.757 -3.366 7.725 0.084
H 1.626 -2.998 8.850 0.074
H -0.034 -5.422 6.740 0.065
H 0.561 -5.039 8.216 0.066
C -3.300 3.420 3.314 -0.101
O -3.147 2.143 2.721 -0.202
C -3.358 1.049 3.570 -0.221
C -2.220 0.822 4.589 -0.416
C -0.908 0.416 3.880 -0.047
N -2.713 -0.144 5.568 0.032
H -4.113 3.511 4.042 0.091
H -3.450 4.087 2.469 0.087
H -2.392 3.644 3.886 0.082
H -4.310 1.094 4.114 0.123
H -3.452 0.140 2.970 0.111
H -1.974 1.735 5.137 0.123
H -0.434 1.336 3.522 0.074
H -1.102 -0.225 3.017 0.055
H -0.203 -0.041 4.573 0.068
H -1.910 -0.589 6.013 0.062
H -3.146 -0.954 5.113 0.017
C 3.059 0.836 -1.914 -0.112
O 3.032 0.670 -0.521 -0.218
C 3.627 1.775 0.143 -0.192
C 3.301 1.689 1.624 -0.438
C 3.732 2.914 2.435 -0.062
N 3.806 0.478 2.287 0.061
H 2.852 -0.099 -2.428 0.094
H 4.050 1.152 -2.267 0.071
H 2.413 1.642 -2.277 0.094
H 4.706 1.804 -0.045 0.134
H 3.142 2.671 -0.264 0.126
H 2.211 1.647 1.723 0.123
H 3.522 3.847 1.907 0.073
H 4.816 2.856 2.584 0.075
H 3.305 2.935 3.435 0.074
H 3.221 -0.295 1.997 0.041
H 4.767 0.332 1.999 0.078
C -0.255 6.703 -1.153 -0.119
O 0.013 7.875 -0.431 -0.177
C 0.633 8.886 -1.190 -0.221
C 0.280 10.278 -0.665 -0.447
C 0.863 11.386 -1.513 -0.081
N 0.655 10.437 0.750 0.045
H -0.940 6.704 -2.010 0.085
H -0.644 5.995 -0.423 0.074
H 0.674 6.289 -1.566 0.089
H 1.727 8.778 -1.175 0.135
H 0.265 8.851 -2.223 0.124
H -0.808 10.335 -0.794 0.138
H 0.676 12.331 -1.006 0.075
H 0.434 11.485 -2.515 0.074
H 1.930 11.267 -1.727 0.077
H 1.109 9.581 1.064 0.066
H -0.213 10.381 1.279 0.070
C 0.714 0.654 -4.890 -0.098
O 2.106 0.820 -4.920 -0.225
C 2.619 1.753 -5.881 -0.179
C 4.072 1.420 -6.090 -0.431
C 4.331 -0.065 -6.418 -0.054
N 4.901 1.850 -4.953 0.037
H 0.200 1.621 -4.834 0.078
H 0.429 0.138 -3.975 0.074
H 0.339 0.114 -5.764 0.090
H 2.053 1.511 -6.794 0.123
H 2.337 2.765 -5.580 0.118
H 4.437 2.027 -6.928 0.135
H 4.122 -0.696 -5.554 0.075
H 5.404 -0.156 -6.577 0.073
H 3.696 -0.335 -7.263 0.080
H 5.876 1.600 -5.117 0.068
H 4.718 1.170 -4.209 0.044
```

The SMILES is COC[C@H](C)N.COC[C@H](C)N.COC[C@H](C)N.COC[C@H](C)N.COC[C@H](C)N.COC[C@H](C)N.COC[C@H](C)N.COC[C@H](C)N.COC[C@H](C)N.COC[C@H](C)N. The calculation puts the frontier orbital gap at 9.418 eV. Its total energy is -2889.75102 Ha. The lowest unoccupied orbital energy is 0.6 eV.

=====

# C40H110N10O10

10 unconnected molecules or ions with the total composition C40H110N10O10 at a distorted geometry (the ωB97M-V functional and the def2-TZVPD basis, OMol25).

```
170
Properties=species:S:1:pos:R:3:mulliken_spin:R:1
C 13.198 -15.121 -12.129 0.000
C 13.926 -15.701 -10.860 0.000
C 15.352 -16.277 -11.142 0.000
O 15.231 -17.456 -11.871 0.000
C 16.473 -18.187 -11.847 0.000
N 14.005 -14.634 -9.803 0.000
H 12.171 -14.782 -11.994 0.000
H 13.245 -15.710 -13.046 0.000
H 13.826 -14.273 -12.401 0.000
H 13.277 -16.476 -10.452 0.000
H 15.670 -16.479 -10.119 0.000
H 16.095 -15.579 -11.525 0.000
H 17.206 -17.842 -12.577 0.000
H 16.160 -19.184 -12.157 0.000
H 16.948 -18.358 -10.881 0.000
H 14.764 -14.038 -10.102 0.000
H 13.199 -14.039 -9.936 0.000
C 14.573 -24.169 -20.910 0.001
C 13.078 -23.829 -20.549 -0.002
C 12.028 -24.924 -20.785 -0.001
O 10.715 -24.429 -20.662 0.000
C 9.721 -25.327 -20.354 0.000
N 12.998 -23.332 -19.209 0.024
H 14.807 -24.255 -21.971 0.000
H 14.960 -24.936 -20.239 0.000
H 15.152 -23.274 -20.679 0.000
H 12.797 -22.973 -21.162 0.003
H 12.142 -25.785 -20.127 0.000
H 12.315 -25.347 -21.748 0.000
H 9.550 -25.935 -21.242 0.000
H 8.806 -24.760 -20.181 0.000
H 9.822 -26.000 -19.503 0.000
H 13.159 -22.343 -19.337 -0.001
H 12.022 -23.498 -19.011 -0.002
C 14.966 -24.440 -16.356 0.041
C 13.625 -24.253 -15.722 -0.033
C 13.249 -22.743 -15.446 0.162
O 14.231 -22.042 -14.679 0.124
C 14.136 -22.263 -13.271 -0.009
N 12.706 -25.043 -16.571 0.645
H 15.348 -25.458 -16.421 -0.009
H 15.612 -23.804 -15.750 0.001
H 14.894 -24.003 -17.352 0.005
H 13.688 -24.659 -14.713 0.024
H 12.224 -22.658 -15.085 -0.013
H 13.092 -22.273 -16.417 -0.005
H 13.993 -23.307 -12.994 0.010
H 13.201 -21.807 -12.945 0.009
H 14.958 -21.794 -12.729 0.000
H 12.657 -24.503 -17.423 -0.036
H 11.786 -24.958 -16.163 0.002
C 9.202 -22.091 -16.145 -0.006
C 9.048 -23.611 -16.002 -0.003
C 7.621 -24.192 -16.007 0.006
O 7.547 -25.602 -15.810 0.000
C 6.172 -25.962 -15.796 0.000
N 9.886 -24.390 -17.007 0.055
H 8.426 -21.705 -16.807 -0.001
H 10.224 -21.870 -16.454 0.004
H 9.014 -21.569 -15.207 0.000
H 9.356 -23.943 -15.010 0.002
H 7.160 -23.942 -16.963 0.000
H 7.181 -23.592 -15.210 0.001
H 5.611 -25.711 -16.696 0.000
H 5.556 -25.646 -14.954 0.000
H 6.145 -27.052 -15.809 0.000
H 9.638 -23.806 -17.793 -0.001
H 9.340 -25.229 -17.142 -0.005
C 16.107 -17.063 -15.178 0.000
C 15.407 -16.858 -16.495 0.000
C 14.074 -17.647 -16.518 0.000
O 14.181 -18.684 -17.488 0.000
C 15.109 -19.764 -17.270 0.001
N 15.208 -15.426 -16.608 0.000
H 15.546 -16.548 -14.398 0.000
H 17.103 -16.623 -15.219 0.000
H 16.438 -18.100 -15.124 0.000
H 16.087 -17.156 -17.294 0.000
H 13.174 -17.105 -16.809 0.000
H 13.825 -18.045 -15.534 0.000
H 16.149 -19.512 -17.478 0.000
H 14.811 -20.662 -17.811 0.000
H 15.131 -20.023 -16.212 -0.002
H 14.482 -15.257 -17.290 0.000
H 14.860 -15.176 -15.694 0.000
C 18.029 -25.777 -17.285 0.001
C 19.531 -26.103 -17.271 0.000
C 20.176 -26.794 -18.482 0.000
O 19.682 -28.026 -18.595 0.000
C 19.742 -28.865 -17.423 0.000
N 20.291 -24.877 -17.022 0.000
H 17.408 -26.671 -17.242 0.000
H 17.718 -25.124 -18.101 0.000
H 17.760 -25.446 -16.282 -0.001
H 19.835 -26.681 -16.398 0.000
H 21.245 -26.609 -18.370 0.000
H 19.826 -26.267 -19.369 0.000
H 19.040 -28.679 -16.610 0.000
H 20.742 -28.945 -16.999 0.000
H 19.455 -29.864 -17.752 0.000
H 21.245 -25.061 -17.296 0.000
H 19.971 -24.208 -17.708 0.000
C 7.618 -29.649 -15.622 0.000
C 8.387 -29.186 -16.838 0.000
C 9.896 -29.550 -16.973 0.000
O 10.634 -28.840 -17.998 0.003
C 11.092 -27.595 -17.436 0.025
N 7.670 -29.721 -18.006 0.000
H 6.593 -29.286 -15.540 0.000
H 8.056 -29.579 -14.626 0.000
H 7.532 -30.734 -15.685 0.000
H 8.382 -28.100 -16.925 0.000
H 9.947 -30.616 -17.195 0.000
H 10.273 -29.404 -15.961 0.000
H 11.950 -27.799 -16.795 -0.004
H 10.414 -27.026 -16.800 -0.008
H 11.486 -26.959 -18.228 -0.011
H 8.118 -29.270 -18.791 0.000
H 6.773 -29.265 -17.920 0.000
C 17.287 -30.020 -12.046 0.000
C 17.608 -29.414 -13.342 0.000
C 16.703 -28.194 -13.592 0.000
O 15.411 -28.695 -13.778 0.001
C 14.384 -27.742 -14.198 -0.001
N 18.974 -29.080 -13.452 0.000
H 17.871 -30.925 -11.877 0.000
H 16.209 -30.122 -11.924 0.000
H 17.829 -29.535 -11.235 0.000
H 17.411 -30.161 -14.112 0.000
H 16.939 -27.768 -14.567 0.000
H 16.701 -27.384 -12.862 0.000
H 14.324 -27.576 -15.273 0.002
H 14.551 -26.770 -13.733 0.000
H 13.485 -28.158 -13.744 0.000
H 19.094 -28.107 -13.211 0.000
H 19.257 -29.465 -12.562 0.000
C 15.161 -19.457 -8.266 0.000
C 15.033 -20.972 -8.443 0.000
C 13.907 -21.525 -7.549 0.000
O 13.594 -22.926 -7.678 0.000
C 14.443 -23.792 -6.926 0.000
N 14.711 -21.289 -9.836 0.000
H 15.344 -19.365 -7.195 0.000
H 14.259 -18.886 -8.487 0.000
H 15.994 -19.027 -8.823 0.000
H 15.880 -21.644 -8.302 0.000
H 12.995 -21.049 -7.910 0.000
H 13.993 -21.258 -6.496 0.000
H 14.318 -24.858 -7.112 0.000
H 14.429 -23.499 -5.876 0.000
H 15.488 -23.612 -7.178 0.000
H 15.550 -21.073 -10.355 0.000
H 14.577 -22.290 -9.792 0.000
C 10.659 -19.401 -8.750 0.000
C 10.483 -19.945 -10.226 0.000
C 11.085 -19.048 -11.396 0.000
O 10.914 -19.704 -12.679 0.000
C 11.814 -19.104 -13.605 -0.001
N 11.113 -21.271 -10.267 0.000
H 10.101 -18.477 -8.601 0.000
H 11.690 -19.051 -8.715 0.000
H 10.373 -20.123 -7.985 0.000
H 9.423 -20.091 -10.433 0.000
H 12.162 -18.945 -11.270 0.000
H 10.661 -18.049 -11.498 0.000
H 12.866 -19.061 -13.327 0.001
H 11.540 -18.051 -13.674 0.000
H 11.746 -19.611 -14.568 0.000
H 11.081 -21.615 -11.216 0.000
H 12.089 -21.236 -10.010 0.000
```

The calculation puts the frontier orbital gap (spin up / spin down) at 8.601 / 2.918 eV. As for the spin multiplicity: 2. Its total energy is -2889.27916 Ha. As for the net charge: +1. The lowest unoccupied orbital energy (spin up / spin down) is -2.0 / -7.7 eV.

=====

Energy above the lowest of the compared OMol25 structures with the same formula, charge and spin (computed, kcal/mol): 37.7; 77.4